Below is a cluster of 3 separate species, C21H19ClF6N3O5P in total in a non-equilibrium geometry, with properties calculated with ωB97M-V/def2-TZVPD.

ORCA input file:
```
! RIJCOSX wB97M-V def2-TZVPD def2/J DEFGRID3
* xyz 0 1
Cl -0.42 -1.24 2.28
P -0.88 0.56 1.21
F -5.33 -1.75 7.98
F 3.84 -2.02 -2.77
F -3.48 -1.19 8.99
F 4.96 -2.26 -4.63
F 2.91 -1.52 -4.68
F -5.20 0.14 9.06
O -3.06 -0.77 6.34
O 3.56 0.84 -3.52
O 0.52 1.66 1.19
O 5.75 0.35 -3.99
O -4.46 1.05 6.51
N 1.94 -0.80 0.01
N -3.43 1.75 -0.40
N -4.14 1.26 -3.62
C -2.58 0.93 -1.32
C -1.23 0.22 -0.65
C 3.16 -1.55 0.47
C 4.59 -0.01 -3.85
C 4.08 -1.44 -3.99
C -4.03 -0.01 6.96
C 3.65 -3.04 0.02
C -1.48 0.78 5.34
C -4.50 -0.70 8.24
C -0.59 -1.01 -3.17
C -2.56 -0.25 5.09
C 3.98 2.95 -4.65
C 1.09 -1.54 -0.98
C -2.96 0.70 -2.89
C -4.93 2.11 -2.67
C 2.70 -3.84 -1.08
C 3.92 2.22 -3.32
C -0.26 -0.73 -1.56
C 1.33 -3.04 -1.60
C -1.92 -0.27 -3.77
C -4.62 2.35 -1.09
H 3.14 2.66 -2.69
H 2.92 -4.89 -1.53
H 3.84 -1.00 1.28
H 4.17 4.01 -4.49
H 0.55 2.01 0.23
H 0.58 -3.47 -2.40
H -0.69 0.37 5.98
H 4.86 2.30 -2.76
H -3.37 0.15 4.48
H -1.04 1.11 4.40
H -2.17 -0.49 -4.91
H 4.77 2.54 -5.28
H 0.13 -1.71 -3.79
H -1.88 1.65 5.86
H 3.04 2.83 -5.20
H -2.14 -1.10 4.55
H -5.89 2.66 -3.12
H 4.61 -3.61 0.39
H -5.36 3.04 -0.46
*
```

Results
HOMO-LUMO gap in eV: 6.847
SMILES: OP(Cl)c1c(-c2ccccn2)ccc2nccnc12.CCOC(=O)C(F)(F)F.CCOC(=O)C(F)(F)F
Highest occupied orbital energy in eV: -8.69

The net atomic charges from Löwdin, expressed in e, are:
1. Cl 0.138
2. P 0.615
3. F 0.141
4. F 0.113
5. F 0.138
6. F 0.143
7. F 0.130
8. F 0.139
9. O 0.009
10. O 0.005
11. O -0.421
12. O 0.144
13. O 0.142
14. N 0.014
15. N 0.021
16. N 0.037
17. C -0.150
18. C -0.278
19. C -0.088
20. C -0.321
21. C -0.462
22. C -0.325
23. C -0.036
24. C -0.068
25. C -0.471
26. C -0.009
27. C -0.226
28. C -0.065
29. C -0.192
30. C -0.153
31. C -0.075
32. C -0.027
33. C -0.212
34. C -0.084
35. C -0.006
36. C 0.012
37. C -0.060
38. H 0.125
39. H 0.091
40. H 0.113
41. H 0.083
42. H 0.061
43. H 0.095
44. H 0.086
45. H 0.127
46. H 0.128
47. H 0.053
48. H 0.103
49. H 0.078
50. H 0.087
51. H 0.079
52. H 0.084
53. H 0.082
54. H 0.111
55. H 0.087
56. H 0.114